No. 1
Molecular formula: O2Si
Method: DFT, ωB97M-V/def2-TZVPD

E_HOMO (eV): -11.169
SMILES: O=[Si]=O
Kohn-Sham gap (eV): 7.3
Net charge: 0
LUMO energy (eV): -3.9

Last column: Mulliken charge in e.
Cartesian coordinates (Å):
Si -0.4803 0.1585 0.2839  0.59
O 0.7427 1.0672 0.0473  -0.30
O -0.2624 -1.2256 -0.3312  -0.29

---

No. 2
Molecular formula: C32H32NNbO7P
Method: DFT, ωB97M-V/def2-TZVPD

E_HOMO (eV): -5.144
Kohn-Sham gap (eV): 5.3
Net charge: -1
LUMO energy (eV): 0.2

Last column: Mulliken charge in e.
Cartesian coordinates (Å):
Nb 3.9456 6.5632 2.7619  -0.67
H -1.5785 -4.0670 -1.3033  0.51
C -2.5007 -10.1040 -2.9157  -0.54
C -2.2441 1.0234 0.0918  0.23
H -0.1021 1.7754 2.6329  0.37
C -4.1305 -1.0083 -2.5434  -0.21
H 3.0045 7.4757 1.5150  -0.02
P 2.0673 4.8408 3.0939  0.90
H 1.6294 5.3224 0.9528  0.15
C -2.4884 -4.6581 -1.2158  -0.64
C -3.6895 -8.1727 -1.8939  0.71
O -4.0610 3.6549 -1.5604  -0.70
C -5.4991 0.4736 -3.8759  -0.37
C -0.8166 1.9274 1.8270  -0.47
C 7.1865 7.1281 2.7041  -0.23
H -5.7200 -4.3625 -0.1909  0.43
C -2.7484 -0.1408 -0.6647  0.47
C -5.0570 1.5613 -3.1214  -0.68
H -3.3923 -10.7120 -2.7716  0.45
C -4.8161 -4.8214 -0.5853  -0.83
C -1.2903 -6.5954 -2.2182  0.57
C -1.2152 3.2186 1.4821  -0.20
H 2.7379 3.0884 4.4122  0.32
H -5.3680 -1.6556 -4.1865  0.41
H 5.6882 8.8082 3.0935  0.34
H -2.4515 4.4235 0.1955  0.43
C -2.1410 3.4129 0.4558  -0.82
C -1.3282 0.8294 1.1340  -0.53
C -1.3749 -10.6634 -3.5219  -0.44
C 7.5143 4.7740 2.1246  0.06
C -2.5052 -5.9968 -1.6284  0.15
C 8.4777 4.3224 3.3717  -0.87
H 9.2309 5.2052 3.6297  0.22
C -4.1426 1.3654 -2.0779  0.24
O 7.6630 6.1722 1.6932  -0.34
H 4.6093 5.4337 1.4627  0.05
N 1.2260 4.6854 1.6948  -0.59
C -3.6893 0.0810 -1.7808  0.29
C 5.7852 7.8944 2.3356  -0.98
O 2.7225 3.2242 3.4193  -0.57
H 0.6438 -10.3238 -4.1976  0.38
H -6.2060 0.6282 -4.6882  0.37
C -3.6438 -4.0740 -0.6946  -0.44
H -5.4232 2.5604 -3.3517  0.46
C -1.3313 -7.9981 -2.6774  0.16
C -0.2046 -8.5606 -3.2913  -0.53
H 6.4187 4.4542 2.3967  0.04
O -2.3852 -1.2740 -0.3745  -0.68
H 7.7694 4.2270 4.3271  0.22
H -3.7722 -2.0134 -2.3265  0.43
C -3.6535 2.5267 -1.3088  0.52
H 8.0204 7.9787 2.7756  0.22
C -2.6612 2.3127 -0.2367  0.30
C -2.4818 -8.7655 -2.5016  0.15
C -4.8300 -6.1603 -0.9795  -0.56
H 4.9469 5.5939 3.9622  0.00
H 8.9965 3.2807 3.2514  0.30
H 1.5019 5.5621 5.1648  0.34
H 3.3842 7.6059 4.1314  -0.02
H -5.7475 -6.7391 -0.8864  0.45
H -0.8068 4.0752 2.0138  0.40
O -4.6974 -8.8499 -1.7268  -0.69
H 0.6941 -7.9650 -3.4441  0.46
C -3.6705 -6.7509 -1.4963  0.18
H 5.7293 8.3439 1.2566  0.29
C -5.0308 -0.8090 -3.5923  -0.75
C -0.2304 -9.8906 -3.7165  -0.45
H -1.0082 -0.1752 1.4050  0.42
H 7.0759 6.6977 3.7859  0.28
O 0.9358 5.3400 4.3652  -0.63
O -0.2652 -5.9346 -2.3314  -0.67
H 7.8184 4.1047 1.1841  0.26
H -3.6304 -3.0331 -0.3789  0.81
H -1.3928 -11.7016 -3.8464  0.38

---

No. 3
Molecular formula: C11H30O5
Method: DFT, ωB97M-V/def2-TZVPD

E_HOMO (eV): 0.135
Kohn-Sham gap (eV): 3.6
Net charge: -2
LUMO energy (eV): 3.8

Last column: Mulliken charge in e.
Cartesian coordinates (Å):
H 4.6498 0.8675 3.4705  0.09
H 5.9884 2.7631 2.5176  0.34
H 0.9876 -1.3403 0.9471  0.43
O -2.4687 0.8990 2.4354  -0.46
H 6.3158 1.2848 1.6326  0.31
C -3.5653 -2.7478 -3.7281  -1.40
H 2.3615 2.8166 -4.4242  0.34
C -3.8864 -3.1357 -1.2399  -1.28
C -3.2703 0.8117 3.5593  -0.32
H 3.3175 2.1615 -3.0406  0.21
H -0.1622 1.0418 -2.2927  0.22
C 2.7877 1.9255 -3.9635  -1.24
H -2.4147 -0.6443 4.9914  0.27
H 0.5337 2.6278 -2.7665  0.34
H -3.7349 -3.7003 -0.3199  0.33
O 0.0990 -1.7027 0.9193  -0.33
C 4.3481 1.2308 2.4881  0.51
H 5.2078 2.5449 0.9687  0.29
H 2.4082 1.8101 3.2378  0.30
O -1.7449 -3.4503 -2.3237  -0.90
H 3.5059 1.5752 -4.7048  0.35
C -3.2885 -0.5648 4.3447  -1.03
H -3.2489 1.6789 4.2192  0.34
O 2.2405 -0.2420 -2.9632  -0.94
H 3.6015 2.9698 3.6423  0.38
H 1.2591 1.7893 -1.4482  0.21
H 1.0566 0.6508 -4.3262  0.14
C 3.3185 2.2713 2.8549  -1.35
C 0.7525 1.6251 -2.3993  -1.07
C 5.5409 2.0163 1.8618  -1.24
H 2.8720 2.7962 2.0104  0.31
H -2.3910 1.8263 2.1998  0.28
H -3.5968 -1.6749 -3.5384  0.30
H -0.0955 -2.1844 0.1120  0.41
H -3.6350 -2.1317 -0.8982  0.25
H -4.3243 0.9332 3.3093  0.29
H -0.4865 -0.9836 1.1677  0.37
C -3.1414 -3.5280 -2.4857  0.58
C 1.6732 0.9583 -3.4816  0.47
O 3.8964 0.1344 1.7338  -0.89
H -3.1511 -3.0663 -4.6847  0.38
H -4.1664 -0.8348 4.9315  0.33
H -4.9530 -3.0727 -1.4554  0.33
H -4.5893 -3.0361 -3.9656  0.37
H -3.1405 -1.3936 3.6524  0.29
H -3.2666 -4.5762 -2.7570  0.11

---

No. 4
Molecular formula: C28H34Ge2N2O2Pt
Method: DFT, ωB97M-V/def2-TZVPD

E_HOMO (spin up / spin down) (eV): -0.373 / -1.733
Kohn-Sham gap (spin up / spin down) (eV): 5.0 / 6.3
Net charge: -2
LUMO energy (spin up / spin down) (eV): 4.6 / 4.6
<S²>: 2.040
Spin multiplicity: 3

Last column: Mulliken spin population.
Cartesian coordinates (Å):
C 0.2866 2.1489 -4.0688  0.00
H 2.5776 -0.6253 -1.5708  0.00
C -0.5721 6.2198 -0.7833  0.01
C 1.4425 -4.4329 -0.7406  0.04
C -1.7360 0.3231 0.0736  -0.03
Ge 1.7436 -2.5691 -0.1551  -0.03
C -1.0579 -0.6848 4.6501  -0.02
H -1.1975 -1.3256 -4.8205  0.00
Pt 0.2291 0.4245 0.7498  0.51
C -3.3031 -2.6346 1.8718  0.45
H -1.0949 -1.9998 -1.1249  0.10
C 2.4068 -1.6848 -1.7587  0.01
H 2.2612 4.3641 -0.6942  0.00
H 0.1102 -2.0563 1.6744  -0.02
C -0.1539 1.8495 -5.3534  0.00
N -3.3038 -6.1604 1.8235  -0.03
H 1.4925 6.6899 -0.4261  0.00
H -4.0260 -2.8450 2.6489  0.03
C -0.6921 0.5974 -5.6317  0.00
O 3.9375 1.8173 2.5332  0.00
C 0.3100 3.5587 -1.0828  0.00
C -2.1209 -1.0373 0.4839  0.31
H -0.2060 1.9034 4.9211  0.00
H -1.7705 3.1132 -1.4022  0.00
H 2.8690 -3.2624 2.0099  0.00
H -1.0376 0.3600 -6.6315  0.00
H 3.3524 -2.1478 -2.0577  0.00
H -0.4013 -0.7788 -2.5534  0.00
H 1.6968 -1.7825 -2.5830  0.00
H -0.5913 -1.1223 5.5421  0.00
H -3.5291 -0.4943 1.9646  0.01
H -2.5392 5.4345 -1.1515  0.00
C -0.3360 -0.0324 -3.3341  0.01
C -1.6917 -3.4962 0.2694  0.32
N 2.2042 0.5423 1.4987  0.05
C 0.7746 5.9087 -0.6525  -0.01
C 1.2059 4.5926 -0.8034  0.01
C -1.0437 3.8943 -1.1997  0.03
H 0.7324 -4.4717 -1.5724  0.00
H 0.7611 -0.6285 3.5454  0.00
H 1.1131 0.8430 5.4817  0.00
C -2.6429 -3.7151 1.2160  -0.12
C 0.1688 -1.7777 0.6151  0.45
H -2.3377 1.0947 0.5556  0.00
C 3.0396 1.2037 2.0106  -0.01
H 4.0637 -3.1564 0.6955  0.00
H -1.2109 -4.3373 -0.2137  0.03
H -1.5101 -1.4858 4.0605  0.02
H -1.7692 0.4317 -1.0102  0.03
H 1.2871 1.7700 3.9778  0.00
O -0.6772 0.5661 2.6552  0.10
C 0.2055 1.2166 -3.0295  -0.02
C -3.0106 -5.0788 1.5576  0.00
Ge 0.9081 1.6589 -1.2111  0.00
H 2.4288 1.8655 -1.5323  0.00
H 1.0566 -5.0510 0.0735  0.00
C -0.7812 -0.3452 -4.6166  0.00
C 3.1887 -2.6764 1.1438  0.01
H -0.9119 7.2422 -0.6615  0.00
C 0.5823 1.2141 4.5956  0.00
H -0.0797 2.5941 -6.1387  0.00
H 0.6942 3.1346 -3.8643  0.00
C -1.2086 -2.1142 -0.0396  -0.15
H -1.8535 -0.0013 4.9698  0.00
C -0.0522 0.0807 3.7907  0.01
C -3.0314 -1.3215 1.4717  -0.12
C -1.4833 5.2049 -1.0582  0.00
H 2.3914 -4.8590 -1.0831  0.00
H 3.4433 -1.6708 1.4798  0.00